[1]
ORCA calculation (wB97M-V/def2-TZVPD) on a structure of composition C22H48Br6O5.

Each line ends with the Mulliken charge.
CARTESIAN COORDINATES (ANGSTROEM)
Br1 -6.918 -11.973 20.993  -0.039
C1 -5.689 -12.671 19.603  -0.769
C2 -5.115 -11.549 18.642  0.368
Br2 -3.403 -12.300 17.864  -0.187
H1 -6.315 -13.408 19.100  0.470
H2 -4.925 -13.230 20.145  0.254
H3 -4.926 -10.717 19.320  -0.064
H4 -5.812 -11.272 17.852  0.525
Br3 -6.605 -8.610 30.239  -0.173
C3 -5.554 -9.714 29.002  -0.460
C4 -6.250 -11.119 28.713  0.029
Br4 -7.932 -10.653 27.722  -0.242
H5 -4.651 -9.817 29.604  0.617
H6 -5.300 -9.188 28.082  0.045
H7 -6.582 -11.684 29.584  0.578
H8 -5.634 -11.760 28.082  -0.237
Br5 -7.245 -8.470 26.689  -0.327
C5 -9.121 -8.725 27.006  -0.415
C6 -9.828 -8.510 25.664  -0.223
Br6 -9.813 -6.529 25.195  -0.169
H9 -9.494 -8.078 27.800  0.662
H10 -9.331 -9.705 27.436  0.196
H11 -10.824 -8.875 25.917  0.484
H12 -9.444 -9.058 24.804  -0.172
C7 -5.557 -9.926 25.014  -0.815
C8 -6.724 -10.232 25.673  0.999
C9 -7.781 -10.863 24.999  -0.574
C10 -7.666 -11.260 23.649  -1.806
C11 -6.529 -10.831 22.985  0.336
C12 -5.466 -10.170 23.624  -0.102
H13 -4.749 -9.567 25.636  -1.002
H14 -6.757 -9.863 26.687  0.114
H15 -8.723 -11.079 25.481  0.965
H16 -8.429 -11.883 23.207  0.537
H17 -6.459 -11.147 21.955  1.432
H18 -4.531 -9.992 23.115  -0.407
C13 -3.814 -11.809 26.614  0.399
C14 -3.181 -10.432 26.268  -0.170
O1 -3.929 -9.356 26.833  -0.616
H19 -3.560 -12.261 27.572  0.428
H20 -3.310 -12.430 25.873  0.331
H21 -4.889 -11.666 26.501  -0.707
H22 -3.196 -10.294 25.187  -0.090
H23 -2.119 -10.444 26.514  0.547
H24 -3.767 -8.539 26.356  0.358
C15 -3.191 -12.899 21.516  -2.187
C16 -3.805 -11.500 21.697  3.662
O2 -2.778 -10.539 21.528  -0.826
H25 -4.037 -13.560 21.702  0.543
H26 -2.421 -13.109 22.258  0.379
H27 -2.713 -13.119 20.561  0.213
H28 -4.097 -11.357 22.737  -1.666
H29 -4.665 -11.261 21.070  -1.667
H30 -3.156 -9.678 21.720  0.427
C17 -4.576 -13.703 24.481  -1.479
C18 -5.790 -12.971 25.071  1.482
O3 -6.638 -13.714 25.904  -0.672
H31 -4.010 -14.263 25.225  0.305
H32 -4.077 -12.990 23.825  -0.019
H33 -4.881 -14.525 23.833  0.466
H34 -6.471 -12.746 24.250  -0.241
H35 -5.543 -12.066 25.626  -0.862
H36 -6.180 -13.797 26.744  0.431
C19 -9.536 -10.610 22.700  -1.022
C20 -10.318 -11.155 21.490  -0.610
O4 -11.312 -11.958 22.126  -0.564
H37 -10.143 -10.090 23.442  0.433
H38 -8.739 -9.991 22.288  0.480
H39 -9.112 -11.457 23.239  0.324
H40 -9.649 -11.819 20.943  0.164
H41 -10.803 -10.463 20.802  0.300
H42 -11.960 -11.316 22.424  0.328
C21 -4.292 -8.698 20.407  -0.945
C22 -4.524 -8.219 21.852  -0.128
O5 -3.914 -9.231 22.748  -0.327
H43 -4.863 -8.024 19.768  0.474
H44 -4.550 -9.728 20.157  -0.390
H45 -3.300 -8.386 20.080  0.465
H46 -5.573 -8.050 22.096  0.301
H47 -3.967 -7.290 21.970  0.386
H48 -3.918 -8.868 23.637  1.137

**Multiplicity**: 1
**F_max**: 16.584 eV/A
**Kohn-Sham gap**: 6.4 eV
**E_tot**: -16686.0542 a.u.
**HOMO**: -6.469 eV

---

[2]
ORCA calculation (wB97M-V/def2-TZVPD) on a structure of composition C22H48MgN3O10S3.

Each line ends with the Mulliken charge.
CARTESIAN COORDINATES (ANGSTROEM)
Mg1 3.836 -0.463 4.123  1.365
N1 0.375 0.006 0.400  1.062
O1 -0.028 1.052 -0.106  -0.463
O2 1.025 0.047 1.478  -0.498
O3 0.280 -1.058 -0.168  -0.473
C1 5.027 0.442 -3.950  -0.716
C2 4.285 0.063 -5.198  0.298
N2 3.638 -0.188 -6.118  -0.325
H1 5.792 -0.293 -3.700  0.244
H2 4.374 0.512 -3.080  0.234
H3 5.407 1.463 -3.972  0.266
C3 -2.377 0.200 -6.349  -0.549
C4 -3.861 0.333 -6.334  0.279
N3 -5.049 0.448 -6.306  -0.377
H4 -2.039 0.486 -7.345  0.255
H5 -2.137 -0.840 -6.125  0.150
H6 -1.991 0.803 -5.527  0.242
C5 7.042 5.108 2.719  -0.947
S1 6.045 3.996 1.672  0.481
O4 5.647 2.866 2.595  -0.639
C6 4.671 5.201 1.610  -0.863
H7 7.179 6.053 2.193  0.371
H8 7.909 4.592 3.131  0.336
H9 6.342 5.280 3.537  0.307
H10 3.808 4.550 1.470  0.303
H11 4.666 5.898 0.773  0.347
H12 4.626 5.730 2.562  0.295
C7 4.863 -5.284 -0.420  -0.882
S2 6.134 -4.215 0.378  0.481
O5 5.416 -3.282 1.397  -0.649
C8 6.922 -5.453 1.447  -0.897
H13 5.286 -6.157 -0.916  0.372
H14 4.272 -4.675 -1.105  0.305
H15 4.300 -5.746 0.391  0.297
H16 7.516 -4.999 2.239  0.313
H17 7.562 -6.143 0.897  0.361
H18 6.127 -6.016 1.938  0.290
C9 -0.814 -4.388 4.607  -0.978
S3 0.443 -4.422 5.969  0.500
O6 1.534 -3.477 5.502  -0.639
C10 -0.601 -3.551 7.199  -0.884
H19 -1.324 -3.457 4.361  0.320
H20 -1.491 -5.228 4.761  0.382
H21 -0.327 -4.625 3.661  0.342
H22 -0.074 -3.553 8.154  0.327
H23 -1.474 -4.202 7.240  0.345
H24 -0.857 -2.518 6.960  0.305
C11 -1.612 -5.346 -7.530  -0.990
C12 -2.045 -6.022 -6.278  0.752
O7 -3.065 -6.701 -6.215  -0.549
C13 -1.318 -5.621 -4.985  -0.969
H25 -1.787 -6.057 -8.337  0.316
H26 -0.603 -4.949 -7.416  0.331
H27 -2.220 -4.461 -7.717  0.262
H28 -1.888 -5.664 -4.058  0.321
H29 -1.070 -4.564 -5.077  0.267
H30 -0.397 -6.202 -4.926  0.259
C14 -5.084 -0.630 1.835  -0.879
C15 -5.756 -1.312 0.658  0.732
O8 -6.967 -1.194 0.389  -0.570
C16 -4.851 -2.174 -0.157  -1.055
H31 -5.206 -1.198 2.756  0.256
H32 -5.574 0.336 1.957  0.304
H33 -4.037 -0.511 1.552  0.250
H34 -5.544 -2.775 -0.746  0.342
H35 -4.057 -2.717 0.357  0.327
H36 -4.411 -1.473 -0.865  0.293
C17 -1.749 5.581 3.624  -0.933
C18 -2.902 5.523 4.597  0.712
O9 -3.874 6.286 4.475  -0.551
C19 -2.768 4.602 5.812  -1.011
H37 -0.833 5.190 4.066  0.301
H38 -1.650 6.606 3.266  0.318
H39 -2.029 4.823 2.893  0.251
H40 -2.293 5.175 6.608  0.276
H41 -2.200 3.694 5.608  0.309
H42 -3.738 4.373 6.255  0.329
C20 -4.592 4.808 -2.027  -0.978
C21 -3.974 6.128 -2.216  0.765
O10 -4.699 7.091 -2.258  -0.536
C22 -2.499 6.255 -2.162  -1.031
H43 -3.954 3.946 -2.227  0.303
H44 -5.458 4.629 -2.664  0.327
H45 -4.931 4.667 -1.001  0.249
H46 -2.294 7.264 -1.802  0.325
H47 -2.021 6.162 -3.137  0.277
H48 -1.954 5.533 -1.554  0.301

**Multiplicity**: 1
**F_max**: 5.092 eV/A
**Net charge**: +1
**Kohn-Sham gap**: 1.8 eV
**E_tot**: -3177.6150 a.u.
**HOMO**: -10.700 eV

---

[3]
ORCA calculation (wB97M-V/def2-TZVPD) on a cluster of 5 separate species, C22H48N2O9 in total.

Each line ends with the Mulliken charge.
CARTESIAN COORDINATES (ANGSTROEM)
C1 -9.671 11.595 -22.033  -0.510
O1 -8.990 12.296 -23.063  -0.316
C2 -7.702 12.736 -22.817  -0.465
C3 -7.313 13.660 -23.984  -0.683
O2 -7.389 13.008 -25.261  -0.234
C4 -6.836 13.750 -26.457  -0.558
C5 -7.033 12.927 -27.786  -0.582
O3 -8.416 12.990 -28.221  -0.301
C6 -8.623 12.378 -29.477  -0.744
H1 -9.319 10.565 -22.092  0.104
H2 -10.745 11.587 -22.221  0.211
H3 -9.376 11.971 -21.054  0.325
H4 -7.039 11.875 -22.730  0.311
H5 -7.694 13.337 -21.908  0.370
H6 -6.410 14.261 -23.871  0.448
H7 -8.066 14.447 -24.012  0.303
H8 -5.762 13.881 -26.322  0.353
H9 -7.383 14.684 -26.587  0.297
H10 -6.658 11.904 -27.772  0.382
H11 -6.377 13.320 -28.563  0.414
H12 -8.324 11.331 -29.508  0.306
H13 -8.204 12.963 -30.296  0.293
H14 -9.699 12.339 -29.644  0.256
C7 -8.495 7.389 -16.547  -0.597
O4 -8.252 5.971 -16.334  -0.398
C8 -7.252 5.340 -17.143  0.076
C9 -6.817 4.024 -16.537  -0.466
O5 -7.985 3.216 -16.582  -0.382
C10 -8.033 2.027 -15.817  -0.836
C11 -6.835 1.032 -15.986  -0.421
O6 -5.643 1.525 -15.298  -0.173
C12 -4.876 0.397 -14.859  -0.920
H15 -8.817 7.629 -17.560  0.138
H16 -7.612 7.991 -16.333  0.289
H17 -9.253 7.675 -15.817  0.266
H18 -6.331 5.921 -17.093  0.188
H19 -7.406 5.151 -18.205  0.095
H20 -6.427 4.120 -15.524  0.309
H21 -5.974 3.621 -17.099  0.304
H22 -8.964 1.546 -16.118  0.383
H23 -8.310 2.326 -14.806  0.356
H24 -6.668 0.793 -17.036  0.290
H25 -7.259 0.148 -15.510  0.469
H26 -5.512 -0.228 -14.232  0.370
H27 -4.011 0.694 -14.266  0.263
H28 -4.531 -0.269 -15.650  0.365
C13 -3.317 3.570 -15.855  -0.821
O7 -3.623 4.863 -16.484  -0.287
C14 -2.651 5.316 -17.434  -0.663
C15 -3.099 6.400 -18.440  -0.461
O8 -3.569 5.715 -19.667  -0.252
C16 -4.047 6.674 -20.595  -0.619
C17 -4.577 5.935 -21.852  -0.629
O9 -5.769 5.254 -21.477  -0.162
C18 -6.550 4.972 -22.642  -0.876
H29 -2.319 3.751 -15.455  0.510
H30 -3.259 2.776 -16.599  0.337
H31 -3.861 3.278 -14.957  0.143
H32 -2.290 4.459 -18.003  0.364
H33 -1.772 5.684 -16.905  0.335
H34 -2.297 7.063 -18.765  0.387
H35 -3.994 6.923 -18.104  0.310
H36 -3.293 7.398 -20.903  0.390
H37 -4.899 7.237 -20.215  0.305
H38 -3.866 5.235 -22.291  0.336
H39 -4.776 6.728 -22.572  0.443
H40 -6.953 5.944 -22.929  0.300
H41 -7.381 4.325 -22.364  0.272
H42 -6.004 4.639 -23.525  0.350
C19 -9.317 6.106 -21.125  -0.759
C20 -9.019 7.433 -20.603  0.486
N1 -8.827 8.498 -20.149  -0.559
H43 -8.579 5.359 -20.831  0.109
H44 -9.422 6.239 -22.202  0.335
H45 -10.257 5.870 -20.624  0.400
C21 -11.334 8.630 -22.969  -0.397
C22 -11.989 7.373 -22.590  0.319
N2 -12.527 6.433 -22.192  -0.434
H46 -11.778 9.535 -22.556  0.221
H47 -11.194 8.828 -24.032  0.369
H48 -10.278 8.539 -22.712  -0.050

**Multiplicity**: 1
**F_max**: 3.225 eV/A
**SMILES**: COCCOCCOC.COCCOCCOC.COCCOCCOC.CC#N.CC#N
**Kohn-Sham gap**: 9.7 eV
**E_tot**: -1653.4271 a.u.
**HOMO**: -9.121 eV

---

[4]
ORCA calculation (wB97M-V/def2-TZVPD) on a cluster of 4 separate species, C22H49BN3O4P in total.

Each line ends with the Mulliken charge.
CARTESIAN COORDINATES (ANGSTROEM)
C1 -5.084 1.080 -4.097  -1.040
B1 -3.919 2.069 -3.721  0.623
O1 -3.097 2.534 -4.752  -0.576
P1 -3.596 2.681 -1.938  -0.386
C2 -4.704 1.703 -0.823  -1.012
C3 -4.085 0.456 -0.131  -0.217
C4 -3.077 -0.343 -0.955  0.493
C5 -3.191 -1.855 -0.910  0.212
C6 -2.441 -2.577 -1.851  -0.244
C7 -2.481 -3.963 -1.901  -0.832
C8 -3.284 -4.660 -1.000  -0.350
C9 -4.026 -3.967 -0.054  -0.911
C10 -3.977 -2.572 -0.016  -0.152
H1 -5.993 1.223 -3.517  0.327
H2 -4.763 0.052 -3.916  0.354
H3 -5.336 1.147 -5.152  0.320
H4 -2.311 1.980 -4.799  0.313
H5 -2.309 2.165 -1.692  -0.062
H6 -5.621 1.436 -1.340  0.325
H7 -5.002 2.389 -0.035  0.510
H8 -4.915 -0.159 0.201  0.249
H9 -3.605 0.798 0.780  0.057
H10 -2.082 -0.113 -0.576  0.226
H11 -3.081 -0.052 -2.001  -0.153
H12 -1.834 -2.030 -2.558  0.461
H13 -1.904 -4.489 -2.646  0.418
H14 -3.317 -5.737 -1.060  0.390
H15 -4.658 -4.482 0.652  0.413
H16 -4.560 -2.065 0.736  0.197
C11 1.072 1.987 -1.937  -0.889
O2 0.275 0.827 -2.111  -0.169
C12 0.879 -0.220 -2.845  -0.729
C13 1.850 -1.094 -2.040  0.449
C14 3.194 -0.433 -1.758  -1.401
N1 1.263 -1.546 -0.774  -0.685
H17 1.694 2.180 -2.815  0.368
H18 1.704 1.911 -1.050  0.274
H19 0.395 2.829 -1.795  0.302
H20 0.051 -0.855 -3.173  0.218
H21 1.357 0.179 -3.750  0.474
H22 2.042 -1.983 -2.649  0.448
H23 3.136 0.287 -0.943  0.022
H24 3.925 -1.187 -1.464  0.451
H25 3.580 0.081 -2.640  0.339
H26 0.428 -2.096 -0.961  0.210
H27 0.919 -0.724 -0.283  0.326
C15 -3.982 -0.070 3.713  -0.896
O3 -2.858 -0.334 2.896  -0.071
C16 -1.602 -0.026 3.471  -0.769
C17 -1.058 -1.081 4.444  0.357
C18 -1.742 -1.085 5.808  -1.425
N2 -1.108 -2.433 3.880  -0.744
H28 -3.832 0.823 4.327  0.382
H29 -4.222 -0.920 4.355  0.240
H30 -4.833 0.100 3.052  0.287
H31 -0.911 0.040 2.626  0.201
H32 -1.635 0.968 3.939  0.463
H33 -0.005 -0.832 4.608  0.419
H34 -2.709 -1.586 5.777  0.295
H35 -1.128 -1.623 6.529  0.359
H36 -1.890 -0.070 6.182  0.342
H37 -0.547 -2.470 3.034  0.266
H38 -2.058 -2.604 3.560  0.324
C19 6.753 2.200 -1.437  -0.774
O4 5.709 1.904 -0.529  -0.292
C20 6.018 0.944 0.463  -0.683
C21 6.815 1.476 1.662  0.315
C22 8.292 1.724 1.371  -1.433
N3 6.229 2.698 2.221  -0.731
H39 7.351 1.312 -1.662  0.346
H40 7.403 2.992 -1.059  0.248
H41 6.293 2.554 -2.359  0.254
H42 5.050 0.593 0.830  0.339
H43 6.519 0.078 0.008  0.429
H44 6.761 0.702 2.434  0.407
H45 8.450 2.655 0.830  0.292
H46 8.847 1.801 2.306  0.357
H47 8.724 0.908 0.789  0.340
H48 5.281 2.505 2.534  0.279
H49 6.114 3.363 1.461  0.313

**Multiplicity**: 1
**F_max**: 0.832 eV/A
**SMILES**: CB(O)PCCCc1ccccc1.COC[C@@H](C)N.COC[C@@H](C)N.COC[C@@H](C)N
**Kohn-Sham gap**: 8.8 eV
**E_tot**: -1699.0401 a.u.
**HOMO**: -8.351 eV

---

[5]
ORCA calculation (wB97M-V/def2-TZVPD) on a cluster of 3 separate species, C22H49BrNO2S2 in total.

Each line ends with the Mulliken charge.
CARTESIAN COORDINATES (ANGSTROEM)
C1 -1.955 1.181 0.273  -1.241
C2 -1.556 1.820 -1.061  0.839
C3 -2.163 3.206 -1.243  -0.938
C4 -1.677 3.900 -2.522  -1.002
C5 -0.270 4.511 -2.353  -0.689
C6 0.813 3.852 -3.222  -1.022
C7 2.174 3.745 -2.507  -0.310
C8 2.990 2.564 -3.017  -0.652
C9 4.381 2.411 -2.384  -1.055
C10 4.366 2.508 -0.862  -1.227
C11 3.441 1.461 -0.273  1.020
C12 3.923 0.025 -0.429  -0.146
C13 3.493 -0.939 0.693  0.173
C14 3.374 -2.396 0.224  -1.393
C15 2.761 -2.674 -1.153  0.060
C16 3.728 -2.566 -2.342  -1.155
Br1 1.149 -1.619 -1.496  -0.091
C17 2.243 -0.546 1.523  -1.010
C18 1.938 0.950 1.583  -0.340
N1 3.136 1.742 1.179  0.045
H1 -1.823 0.101 0.247  0.406
H2 -2.993 1.407 0.508  0.340
H3 -1.343 1.561 1.093  0.197
H4 -0.464 1.909 -1.105  -0.661
H5 -1.878 1.177 -1.880  0.288
H6 -3.250 3.138 -1.239  0.430
H7 -1.882 3.816 -0.380  0.376
H8 -2.403 4.657 -2.811  0.386
H9 -1.662 3.164 -3.328  0.465
H10 0.000 4.429 -1.299  0.331
H11 -0.322 5.570 -2.597  0.512
H12 0.943 4.422 -4.139  0.470
H13 0.493 2.844 -3.488  0.484
H14 1.951 3.656 -1.441  0.152
H15 2.733 4.674 -2.630  0.382
H16 2.422 1.641 -2.874  0.178
H17 3.119 2.698 -4.090  0.565
H18 4.805 1.447 -2.672  0.351
H19 5.054 3.161 -2.795  0.484
H20 5.371 2.405 -0.449  0.481
H21 4.013 3.504 -0.575  0.482
H22 2.468 1.547 -0.753  -0.967
H23 3.588 -0.294 -1.407  -0.340
H24 5.015 0.025 -0.463  0.215
H25 4.312 -0.921 1.415  0.573
H26 2.778 -2.925 0.968  0.365
H27 4.347 -2.886 0.224  0.493
H28 2.395 -3.695 -1.124  0.426
H29 3.605 -1.635 -2.889  0.300
H30 4.755 -2.625 -1.989  0.312
H31 3.541 -3.379 -3.036  0.374
H32 1.355 -1.064 1.180  0.489
H33 2.434 -0.896 2.536  0.384
H34 1.138 1.211 0.894  -0.067
H35 1.627 1.249 2.580  0.486
H36 2.974 2.741 1.288  0.523
H37 3.938 1.480 1.752  0.447
C19 -5.149 -0.386 3.983  -1.032
S1 -4.549 -0.178 2.303  0.640
O1 -5.240 1.009 1.726  -0.642
C20 -5.348 -1.640 1.649  -0.687
H38 -4.799 0.462 4.568  0.346
H39 -6.239 -0.406 3.977  0.312
H40 -4.747 -1.313 4.390  0.340
H41 -6.425 -1.560 1.805  0.350
H42 -4.951 -2.522 2.153  0.155
H43 -5.134 -1.691 0.583  0.297
C21 -6.050 -6.379 2.515  -0.926
S2 -4.818 -5.746 3.657  0.455
O2 -4.366 -4.435 3.111  -0.610
C22 -3.540 -6.938 3.244  -0.969
H44 -6.923 -5.734 2.583  0.310
H45 -5.650 -6.357 1.502  0.298
H46 -6.321 -7.394 2.803  0.382
H47 -3.319 -6.877 2.179  0.306
H48 -3.881 -7.938 3.512  0.390
H49 -2.655 -6.685 3.824  0.310

**Multiplicity**: 1
**F_max**: 0.596 eV/A
**Net charge**: +1
**Kohn-Sham gap**: 7.5 eV
**E_tot**: -4442.9984 a.u.
**HOMO**: -10.222 eV